[1]
# C41H42P2SeTi

A molecular structure, C41H42P2SeTi in a non-equilibrium geometry (ωB97M-V/def2-TZVPD, the Open Molecules 2025 dataset).

## Properties
energy above the lowest of the compared OMol25 structures with the same formula, charge and spin: 41.6 kJ/mol
orbital gap: 0.2135 hartree

```
! wB97M-V def2-TZVPD RIJCOSX def2/J DEFGRID3
* xyz 2 1
Ti 0.032 -0.408 -4.069
C -1.363 0.997 -4.926
C -1.758 -0.554 -5.021
C -1.075 -1.390 -6.150
C 0.472 -1.535 -6.199
C 1.306 -0.525 -5.475
C 0.964 0.966 -5.534
C 0.159 1.389 -6.860
C -1.314 1.535 -6.429
C 3.723 0.674 1.362
H -2.198 1.446 -4.373
H -2.797 -0.445 -5.368
H -1.412 -0.991 -7.116
H -1.514 -2.395 -6.100
H 0.728 -2.559 -5.872
H 0.764 -1.539 -7.265
H 2.369 -0.768 -5.353
H 1.918 1.521 -5.488
H 0.298 0.686 -7.694
H 0.552 2.355 -7.204
H -1.587 2.600 -6.409
H -2.035 1.039 -7.090
H 3.822 1.761 1.493
H 4.633 0.147 1.684
H 2.852 0.306 1.935
P -2.817 -0.924 -2.144
P 3.334 0.254 -0.372
C -1.927 -1.355 -3.684
C 0.012 1.445 -4.442
C -3.736 -2.252 -1.398
C -4.256 -3.279 -2.215
C -4.935 -4.348 -1.628
C -5.092 -4.402 -0.240
C -4.606 -3.367 0.572
C -3.953 -2.279 -0.004
C -3.801 0.560 -2.321
C -3.360 1.808 -1.849
C -4.070 2.963 -2.179
C -5.225 2.874 -2.964
C -5.691 1.629 -3.398
C -4.991 0.468 -3.074
C 4.714 -0.698 -1.048
C 4.367 -1.926 -1.657
C 5.327 -2.637 -2.373
C 6.645 -2.161 -2.443
C 7.003 -0.982 -1.776
C 6.042 -0.247 -1.071
C 3.403 1.818 -1.307
C 2.580 2.883 -0.877
C 2.466 4.038 -1.648
C 3.149 4.146 -2.865
C 3.952 3.087 -3.307
C 4.076 1.931 -2.538
H -1.979 -2.443 -3.839
H 0.163 2.334 -3.843
H -4.116 -3.229 -3.295
H -5.336 -5.141 -2.263
H -5.601 -5.252 0.214
H -4.735 -3.409 1.654
H -3.590 -1.448 0.606
H -2.457 1.866 -1.238
H -3.719 3.932 -1.822
H -5.765 3.781 -3.235
H -6.600 1.556 -3.995
H -5.350 -0.508 -3.407
H 3.339 -2.284 -1.580
H 5.050 -3.558 -2.880
H 7.389 -2.713 -3.015
H 8.032 -0.627 -1.813
H 6.320 0.678 -0.561
H 2.030 2.795 0.065
H 1.835 4.860 -1.303
H 3.054 5.046 -3.469
H 4.483 3.162 -4.255
H 4.703 1.113 -2.898
Se -0.647 -0.336 -1.351
C -0.704 -0.331 0.633
C -0.641 0.885 1.331
C -0.746 0.888 2.725
C -0.898 -0.316 3.423
C -0.928 -1.531 2.726
C -0.814 -1.540 1.330
H -0.522 1.818 0.776
H -0.716 1.835 3.269
H -0.995 -0.310 4.510
H -1.047 -2.471 3.264
H -0.834 -2.478 0.776
*
```

Calculated atomic charges, method Löwdin, unit e: atom 1 (Ti): 0.84, atom 2 (C): -0.25, atom 3 (C): -0.39, atom 4 (C): -0.12, atom 5 (C): -0.18, atom 6 (C): -0.23, atom 7 (C): -0.26, atom 8 (C): -0.08, atom 9 (C): -0.10, atom 10 (C): -0.26, atom 11 (H): 0.14, atom 12 (H): 0.17, atom 13 (H): 0.13, atom 14 (H): 0.14, atom 15 (H): 0.13, atom 16 (H): 0.14, atom 17 (H): 0.14, atom 18 (H): 0.16, atom 19 (H): 0.12, atom 20 (H): 0.13, atom 21 (H): 0.13, atom 22 (H): 0.12, atom 23 (H): 0.05, atom 24 (H): 0.05, atom 25 (H): 0.02, atom 26 (P): 0.91, atom 27 (P): 0.97, atom 28 (C): -0.40, atom 29 (C): -0.18, atom 30 (C): -0.34, atom 31 (C): -0.08, atom 32 (C): -0.05, atom 33 (C): -0.03, atom 34 (C): -0.04, atom 35 (C): -0.07, atom 36 (C): -0.36, atom 37 (C): -0.10, atom 38 (C): -0.05, atom 39 (C): -0.04, atom 40 (C): -0.05, atom 41 (C): -0.07, atom 42 (C): -0.43, atom 43 (C): -0.12, atom 44 (C): -0.08, atom 45 (C): -0.07, atom 46 (C): -0.06, atom 47 (C): -0.09, atom 48 (C): -0.39, atom 49 (C): -0.12, atom 50 (C): -0.09, atom 51 (C): -0.09, atom 52 (C): -0.09, atom 53 (C): -0.10, atom 54 (H): 0.07, atom 55 (H): 0.15, atom 56 (H): 0.11, atom 57 (H): 0.12, atom 58 (H): 0.12, atom 59 (H): 0.12, atom 60 (H): 0.11, atom 61 (H): 0.08, atom 62 (H): 0.12, atom 63 (H): 0.12, atom 64 (H): 0.12, atom 65 (H): 0.12, atom 66 (H): 0.08, atom 67 (H): 0.10, atom 68 (H): 0.11, atom 69 (H): 0.11, atom 70 (H): 0.12, atom 71 (H): 0.09, atom 72 (H): 0.11, atom 73 (H): 0.11, atom 74 (H): 0.11, atom 75 (H): 0.10, atom 76 (Se): 0.90, atom 77 (C): -0.51, atom 78 (C): -0.12, atom 79 (C): -0.06, atom 80 (C): -0.05, atom 81 (C): -0.06, atom 82 (C): -0.13, atom 83 (H): 0.10, atom 84 (H): 0.12, atom 85 (H): 0.12, atom 86 (H): 0.12, atom 87 (H): 0.11

[2]
# C41H43BrEuN7OSSeSi

A molecular structure, C41H43BrEuN7OSSeSi in a non-equilibrium geometry (ωB97M-V/def2-TZVPD, the Open Molecules 2025 dataset).

## Properties
<S²>: 12.021
energy above the lowest of the compared OMol25 structures with the same formula, charge and spin: 211.1 kJ/mol
orbital gap (spin up / spin down): 0.2313 / 0.1437 hartree

```
! wB97M-V def2-TZVPD RIJCOSX def2/J DEFGRID3
* xyz 0 7
Eu 0.354 0.091 -0.265
N 3.145 0.049 -0.803
C 3.891 -1.138 -0.917
C 4.932 -1.210 -1.895
C 5.463 -2.445 -2.327
C 5.136 -3.636 -1.607
C 4.180 -3.543 -0.623
C 3.549 -2.323 -0.205
C 2.530 -2.415 0.826
C 2.824 -2.932 2.131
C 1.863 -3.027 3.131
C 0.513 -2.756 2.818
C 0.212 -2.292 1.552
C 1.162 -2.063 0.605
H 2.977 0.461 -1.731
H 3.536 0.741 -0.181
H 5.204 -0.309 -2.423
H 6.019 -2.512 -3.250
H 5.645 -4.573 -1.789
H 3.942 -4.429 -0.089
H 3.844 -3.295 2.335
H 2.202 -3.297 4.108
H -0.253 -2.816 3.637
H -0.810 -2.118 1.307
C -2.735 2.772 -4.144
C -1.889 1.541 -4.344
N -1.759 0.858 -5.455
N -0.641 0.067 -5.174
C -0.143 0.223 -3.926
S 1.238 -0.451 -3.242
N -1.008 1.164 -3.383
N -0.892 1.703 -2.101
H -3.005 2.905 -3.098
H -3.677 2.794 -4.768
H -2.171 3.676 -4.472
H -0.282 -0.649 -5.859
H -1.825 2.042 -1.845
H -0.166 2.442 -2.058
C 1.528 1.222 4.382
Si 1.403 2.062 2.665
C 1.395 3.952 3.088
C 3.129 1.834 1.981
N -0.005 1.568 1.778
C -1.270 1.873 2.237
C -1.460 2.679 3.436
C -2.732 3.146 3.759
C -3.835 2.951 2.938
C -3.669 2.085 1.831
C -2.459 1.487 1.511
O -2.394 0.599 0.431
C -3.510 -0.223 0.205
C -3.874 -1.203 1.113
C -5.029 -1.951 0.969
C -5.821 -1.746 -0.139
C -5.454 -0.815 -1.078
C -4.270 -0.073 -0.957
H 1.576 0.116 4.415
H 0.682 1.471 5.036
H 2.428 1.560 4.942
H 1.279 3.970 4.202
H 0.578 4.574 2.602
H 2.373 4.378 2.801
H 3.793 2.170 2.785
H 3.465 2.526 1.135
H 3.438 0.788 1.784
H -0.606 2.918 4.109
H -2.838 3.663 4.729
H -4.805 3.417 3.120
H -4.572 1.850 1.209
H -3.347 -1.344 2.051
H -5.384 -2.631 1.721
H -6.660 -2.443 -0.253
H -6.089 -0.781 -1.989
H -4.035 0.704 -1.679
Br 4.108 7.152 -1.131
C 3.028 5.607 -1.352
C 3.203 4.681 -2.360
C 2.332 3.579 -2.441
N 1.353 3.372 -1.561
C 1.181 4.268 -0.584
C 2.045 5.386 -0.403
H 3.936 4.798 -3.134
H 2.426 2.809 -3.229
H 0.308 4.138 0.087
H 1.953 6.084 0.432
Se -1.043 -2.686 -1.745
C -1.513 -4.424 -1.060
C -0.540 -5.224 -0.388
C -0.852 -6.525 -0.078
C -2.160 -6.966 -0.259
C -3.163 -6.170 -0.746
C -2.835 -4.874 -1.201
H 0.417 -4.737 -0.199
H -0.108 -7.165 0.402
H -2.418 -8.002 -0.013
H -4.140 -6.574 -0.751
H -3.571 -4.180 -1.628
*
```

Calculated atomic charges, method Löwdin, unit e: atom 1 (Eu): 1.40, atom 2 (N): 0.00, atom 3 (C): -0.27, atom 4 (C): -0.03, atom 5 (C): -0.07, atom 6 (C): -0.08, atom 7 (C): -0.03, atom 8 (C): -0.13, atom 9 (C): -0.21, atom 10 (C): -0.04, atom 11 (C): -0.09, atom 12 (C): -0.08, atom 13 (C): -0.24, atom 14 (C): -0.25, atom 15 (H): -0.01, atom 16 (H): 0.04, atom 17 (H): 0.10, atom 18 (H): 0.09, atom 19 (H): 0.10, atom 20 (H): 0.10, atom 21 (H): 0.11, atom 22 (H): 0.09, atom 23 (H): 0.12, atom 24 (H): 0.05, atom 25 (C): 0.00, atom 26 (C): -0.35, atom 27 (N): 0.13, atom 28 (N): 0.02, atom 29 (C): -0.78, atom 30 (S): 0.57, atom 31 (N): -0.09, atom 32 (N): 0.04, atom 33 (H): 0.06, atom 34 (H): 0.11, atom 35 (H): 0.10, atom 36 (H): 0.19, atom 37 (H): 0.09, atom 38 (H): 0.05, atom 39 (C): -0.18, atom 40 (Si): 0.36, atom 41 (C): -0.20, atom 42 (C): -0.21, atom 43 (N): -0.22, atom 44 (C): -0.31, atom 45 (C): -0.06, atom 46 (C): -0.13, atom 47 (C): -0.11, atom 48 (C): -0.04, atom 49 (C): -0.22, atom 50 (O): -0.11, atom 51 (C): -0.29, atom 52 (C): -0.01, atom 53 (C): -0.07, atom 54 (C): -0.11, atom 55 (C): -0.08, atom 56 (C): -0.01, atom 57 (H): 0.02, atom 58 (H): 0.02, atom 59 (H): 0.03, atom 60 (H): 0.03, atom 61 (H): 0.04, atom 62 (H): 0.01, atom 63 (H): 0.03, atom 64 (H): 0.05, atom 65 (H): 0.02, atom 66 (H): 0.07, atom 67 (H): 0.10, atom 68 (H): 0.09, atom 69 (H): 0.13, atom 70 (H): 0.13, atom 71 (H): 0.11, atom 72 (H): 0.11, atom 73 (H): 0.12, atom 74 (H): 0.10, atom 75 (Br): 0.77, atom 76 (C): -0.68, atom 77 (C): -0.09, atom 78 (C): -0.12, atom 79 (N): 0.01, atom 80 (C): -0.11, atom 81 (C): -0.10, atom 82 (H): 0.10, atom 83 (H): 0.11, atom 84 (H): 0.12, atom 85 (H): 0.10, atom 86 (Se): 0.63, atom 87 (C): -0.64, atom 88 (C): -0.13, atom 89 (C): -0.10, atom 90 (C): -0.13, atom 91 (C): -0.10, atom 92 (C): -0.14, atom 93 (H): 0.09, atom 94 (H): 0.11, atom 95 (H): 0.10, atom 96 (H): 0.09, atom 97 (H): 0.09

[3]
# C41H44AsBN6O2RuS5

A molecular structure, C41H44AsBN6O2RuS5 (ωB97M-V/def2-TZVPD, the Open Molecules 2025 dataset).

## Properties
<S²>: 8.778
energy above the lowest of the compared OMol25 structures with the same formula, charge and spin: 55.7 kJ/mol
orbital gap (spin up / spin down): 0.2549 / 0.2148 hartree

```
! wB97M-V def2-TZVPD RIJCOSX def2/J DEFGRID3
* xyz -1 6
Ru -1.270 -0.494 -0.791
C -1.383 -0.285 3.164
C -2.167 0.957 2.735
C -2.573 1.752 3.976
C -1.445 1.834 1.748
C -1.267 3.228 1.840
C -0.691 3.597 0.651
N -0.526 2.495 -0.096
N -0.989 1.406 0.563
B -0.166 2.489 -1.592
N 0.996 1.510 -1.890
C 2.158 1.843 -2.469
C 2.836 0.687 -2.781
C 1.993 -0.356 -2.351
N 0.882 0.161 -1.812
C 2.212 -1.837 -2.582
C 3.670 -2.116 -2.940
C 1.813 -2.718 -1.399
N -1.364 2.114 -2.487
C -2.037 2.976 -3.255
C -3.010 2.283 -3.933
C -2.879 0.951 -3.503
N -1.869 0.861 -2.622
C -3.675 -0.229 -4.015
C -4.604 0.211 -5.144
C -4.505 -0.940 -2.938
H -2.065 -1.045 3.556
H -0.663 -0.031 3.946
H -0.848 -0.726 2.330
H -3.068 0.622 2.220
H -1.687 2.147 4.486
H -3.111 1.103 4.673
H -3.230 2.589 3.718
H -1.517 3.876 2.666
H -0.383 4.566 0.286
H 0.193 3.603 -1.891
H 2.420 2.879 -2.623
H 3.804 0.610 -3.250
H 1.585 -2.107 -3.438
H 4.331 -1.730 -2.156
H 3.956 -1.655 -3.889
H 3.832 -3.194 -3.026
H 2.565 -2.643 -0.613
H 1.754 -3.765 -1.713
H 0.850 -2.442 -0.984
H -1.772 4.022 -3.280
H -3.718 2.690 -4.638
H -2.959 -0.948 -4.414
H -5.322 0.952 -4.780
H -5.167 -0.649 -5.515
H -4.052 0.647 -5.983
H -5.344 -0.306 -2.627
H -3.933 -1.157 -2.046
H -4.905 -1.878 -3.339
S -4.809 -7.003 -1.713
C -3.835 -5.695 -1.554
S -3.088 -4.883 -2.883
C -2.255 -3.628 -1.988
C -2.453 -3.669 -0.598
S -1.789 -2.617 0.538
S -3.453 -4.978 -0.026
S -1.297 -2.534 -2.801
C -5.647 1.142 -0.117
C -4.127 1.259 -0.286
O -3.667 2.383 -0.508
O -3.488 0.146 -0.162
H -5.990 1.921 0.567
H -5.931 0.156 0.253
H -6.118 1.318 -1.088
C 1.525 1.512 5.913
C 1.374 2.369 4.829
C 1.466 1.876 3.534
C 1.698 0.524 3.305
C 1.838 -0.331 4.393
C 1.762 0.161 5.690
As 1.694 -0.116 1.439
C 2.861 -1.643 1.753
C 2.461 -2.927 2.096
C 3.397 -3.951 2.142
C 4.725 -3.691 1.814
C 5.128 -2.407 1.466
C 4.197 -1.373 1.436
C 4.463 0.033 1.045
C 5.713 0.579 0.768
C 5.820 1.916 0.406
C 4.683 2.713 0.319
C 3.434 2.175 0.603
C 3.326 0.843 0.970
H 1.453 1.894 6.924
H 1.184 3.424 4.993
H 1.335 2.553 2.696
H 1.995 -1.391 4.237
H 1.892 -0.512 6.530
H 1.415 -3.135 2.298
H 3.091 -4.956 2.406
H 5.447 -4.499 1.811
H 6.164 -2.226 1.201
H 6.606 -0.033 0.847
H 6.795 2.338 0.192
H 4.772 3.754 0.030
H 2.547 2.794 0.527
*
```

Results of the Löwdin charge analysis, in e, for atoms 1 through 99: atom 1 (Ru): 1.06, atom 2 (C): -0.09, atom 3 (C): -0.34, atom 4 (C): -0.07, atom 5 (C): -0.28, atom 6 (C): -0.03, atom 7 (C): -0.08, atom 8 (N): -0.03, atom 9 (N): 0.00, atom 10 (B): -0.56, atom 11 (N): -0.03, atom 12 (C): -0.09, atom 13 (C): -0.02, atom 14 (C): -0.27, atom 15 (N): 0.03, atom 16 (C): -0.37, atom 17 (C): -0.08, atom 18 (C): -0.10, atom 19 (N): -0.03, atom 20 (C): -0.08, atom 21 (C): -0.02, atom 22 (C): -0.26, atom 23 (N): 0.04, atom 24 (C): -0.37, atom 25 (C): -0.09, atom 26 (C): -0.07, atom 27 (H): 0.08, atom 28 (H): 0.06, atom 29 (H): -0.03, atom 30 (H): 0.12, atom 31 (H): 0.07, atom 32 (H): 0.08, atom 33 (H): 0.08, atom 34 (H): 0.10, atom 35 (H): 0.12, atom 36 (H): 0.12, atom 37 (H): 0.12, atom 38 (H): 0.10, atom 39 (H): 0.11, atom 40 (H): 0.08, atom 41 (H): 0.07, atom 42 (H): 0.08, atom 43 (H): 0.06, atom 44 (H): 0.09, atom 45 (H): -0.01, atom 46 (H): 0.12, atom 47 (H): 0.09, atom 48 (H): 0.09, atom 49 (H): 0.08, atom 50 (H): 0.08, atom 51 (H): 0.08, atom 52 (H): 0.08, atom 53 (H): 0.03, atom 54 (H): 0.08, atom 55 (S): 0.52, atom 56 (C): -1.52, atom 57 (S): 0.89, atom 58 (C): -1.17, atom 59 (C): -1.15, atom 60 (S): 0.57, atom 61 (S): 0.89, atom 62 (S): 0.65, atom 63 (C): -0.03, atom 64 (C): -0.71, atom 65 (O): 0.00, atom 66 (O): -0.22, atom 67 (H): 0.07, atom 68 (H): 0.07, atom 69 (H): 0.06, atom 70 (C): -0.10, atom 71 (C): -0.09, atom 72 (C): -0.12, atom 73 (C): -0.37, atom 74 (C): -0.11, atom 75 (C): -0.09, atom 76 (As): 1.39, atom 77 (C): -0.36, atom 78 (C): -0.12, atom 79 (C): -0.09, atom 80 (C): -0.09, atom 81 (C): -0.03, atom 82 (C): -0.20, atom 83 (C): -0.19, atom 84 (C): -0.03, atom 85 (C): -0.09, atom 86 (C): -0.09, atom 87 (C): -0.10, atom 88 (C): -0.31, atom 89 (H): 0.09, atom 90 (H): 0.10, atom 91 (H): 0.09, atom 92 (H): 0.09, atom 93 (H): 0.10, atom 94 (H): 0.11, atom 95 (H): 0.10, atom 96 (H): 0.10, atom 97 (H): 0.10, atom 98 (H): 0.10, atom 99 (H): 0.10